Record 1
Molecular formula: C19H24AuN6O2SSi
Method: DFT, ωB97M-V/def2-TZVPD

CARTESIAN COORDINATES (ANGSTROEM)
Au1 0.91711 -0.79256 -0.47566
C1 4.03391 -2.06646 0.62954
C2 4.04961 -0.72266 -0.01126
C3 5.20011 0.06134 -0.07886
C4 5.13031 1.32194 -0.66716
C5 3.94181 1.77824 -1.19346
C6 2.80951 0.94664 -1.10806
N1 2.90851 -0.26986 -0.51526
N2 1.56731 1.19034 -1.49226
Si1 0.84751 2.42594 -2.46496
C7 2.11981 3.29314 -3.60176
C8 -0.06309 3.61554 -1.27086
C9 -0.50039 1.65054 -3.57316
H1 4.75521 -2.73196 0.15834
H2 3.03541 -2.48956 0.55334
H3 4.30591 -1.98676 1.68044
H4 6.12611 -0.31426 0.32574
H5 6.00511 1.95154 -0.71216
H6 3.85361 2.74734 -1.65316
H7 2.61571 4.13194 -3.12256
H8 1.61891 3.68014 -4.48636
H9 2.88901 2.60754 -3.94456
H10 0.56701 3.90154 -0.43596
H11 -0.94609 3.10764 -0.89646
H12 -0.36909 4.50914 -1.80326
H13 -0.07729 0.99504 -4.32536
H14 -1.02989 2.45474 -4.07056
H15 -1.19499 1.10534 -2.94576
N3 -4.44189 0.64114 4.97954
C10 -3.97209 0.39284 3.73774
C11 -3.05789 1.27604 3.13354
C12 -2.61559 1.03924 1.85334
C13 -3.07579 -0.07186 1.16354
C14 -3.94939 -0.97426 1.74684
C15 -4.40029 -0.74516 3.02774
S1 -2.46869 -0.31606 -0.48636
O1 -3.35889 -1.08396 -1.29176
O2 -2.01279 0.95124 -0.98096
N4 -1.06919 -1.17486 -0.19546
C16 -1.05779 -2.45986 0.12724
N5 -2.13029 -3.17886 0.43774
C17 -1.95719 -4.46456 0.65894
C18 -0.70879 -5.08286 0.59994
C19 0.37001 -4.25116 0.34464
N6 0.19801 -2.95966 0.13334
H16 -4.19249 1.48814 5.45864
H17 -5.13549 0.03784 5.38494
H18 -2.72409 2.14404 3.68084
H19 -1.93969 1.71304 1.35284
H20 -4.26879 -1.82686 1.17184
H21 -5.09999 -1.42266 3.49344
H22 -2.85799 -5.01646 0.89814
H23 -0.57749 -6.13856 0.76744
H24 1.38771 -4.61716 0.30354

Calculated values
E_LUMO = -6.4 eV
E = -2040.56811 Ha
Net charge = +1
Frontier orbital gap = 0.1517 hartree



Record 2
Molecular formula: C19H24BrCdN4O5S2
Method: DFT, ωB97M-V/def2-TZVPD

CARTESIAN COORDINATES (ANGSTROEM)
Cd1 -0.07171 -0.77015 -0.71782
N1 0.70640 0.58702 1.94728
C1 0.42168 -0.53238 2.84024
C2 -1.08808 -0.69067 2.99574
N2 -1.71806 -0.66397 1.68438
C3 -2.95314 -1.39304 1.45704
C4 -2.77485 -2.50299 0.42119
N3 -2.17418 -1.99295 -0.81014
H1 1.70127 0.70903 1.80805
H2 0.33604 1.46803 2.29569
H3 0.87350 -0.43404 3.83676
H4 0.82543 -1.43739 2.38262
H5 -1.46082 0.12210 3.63376
H6 -1.30835 -1.63403 3.50283
H7 -1.85355 0.30063 1.42066
H8 -3.71912 -0.69988 1.09124
H9 -3.34588 -1.83476 2.37904
H10 -3.73864 -2.99773 0.25206
H11 -2.08263 -3.24451 0.82759
H12 -2.77686 -1.35530 -1.31856
H13 -1.90247 -2.72782 -1.45238
O1 -1.35146 3.70863 -0.85079
C5 -1.14287 2.44255 -1.03865
O2 -1.04321 1.59933 -0.16544
C6 -1.03953 2.01044 -2.47011
C7 -1.39319 2.82159 -3.52991
C8 -1.27741 2.29818 -4.81238
C9 -0.82154 1.00481 -4.97480
C10 -0.52639 0.24130 -3.84778
N4 -0.63674 0.74730 -2.62186
C11 -0.13435 -1.24209 -3.98252
O3 0.35097 -1.56912 -5.06806
O4 -0.39575 -1.92938 -2.96274
H14 -1.37744 3.92353 0.16287
H15 -1.73746 3.82817 -3.34269
H16 -1.53965 2.89980 -5.67392
H17 -0.68718 0.55203 -5.94670
C12 1.81706 3.96745 4.28415
O5 0.49755 4.10113 3.77264
C13 0.24789 4.04599 2.44109
S1 -1.40606 4.24559 2.11428
S2 1.45393 3.78116 1.31277
H18 1.77938 3.23918 5.09434
H19 2.13632 4.93335 4.67924
H20 2.51039 3.64167 3.51256
Br1 5.40437 -4.91686 -0.60725
C14 3.91635 -3.72009 -0.59719
C15 3.92679 -2.61182 -1.42281
C16 2.83649 -1.74870 -1.40210
C17 1.72571 -1.96028 -0.57989
C18 1.76365 -3.10507 0.22290
C19 2.84371 -3.98371 0.23197
H21 4.76403 -2.43110 -2.08440
H22 2.86743 -0.88944 -2.06314
H23 0.92328 -3.34329 0.86798
H24 2.84895 -4.85744 0.87105

Calculated values
E_LUMO = 2.5 eV
E = -4871.90380 Ha
Net charge = -1
ΔE to the lowest compared entry with this formula, charge and spin = 0.3440 eV
Frontier orbital gap = 0.2731 hartree



Record 3
Molecular formula: C19H24BrCsN4O5
Method: DFT, ωB97M-V/def2-TZVPD

CARTESIAN COORDINATES (ANGSTROEM)
Cs1 -0.67140 -2.15471 0.23245
O1 -5.14747 -1.55457 0.01187
C1 -5.20502 -0.35133 -0.59291
C2 -6.40818 0.35598 -0.61062
C3 -6.48581 1.58807 -1.23481
C4 -5.37245 2.13430 -1.86210
C5 -4.17708 1.43410 -1.84658
C6 -4.07648 0.20157 -1.21555
C7 -2.73689 -0.51713 -1.12243
O2 -2.79373 -1.83664 -0.87158
N1 -2.02705 0.23458 -0.00164
N2 -0.79406 0.66048 -0.17733
C8 -0.33448 1.66036 0.47397
C9 1.03760 2.09848 0.32378
Br1 2.13877 0.87196 -0.63270
C10 1.49487 3.27289 0.76911
C11 2.83595 3.86222 0.64844
C12 4.00822 3.17275 0.95722
C13 5.24310 3.78464 0.81236
C14 5.32920 5.09329 0.36162
C15 4.16829 5.80066 0.08263
C16 2.93324 5.19419 0.23777
H1 -4.27115 -1.94966 -0.28823
H2 -7.27063 -0.08579 -0.12719
H3 -7.42983 2.11869 -1.24557
H4 -5.43762 3.09652 -2.35357
H5 -3.29679 1.85194 -2.32514
H6 -2.14218 -0.27887 -2.02302
H7 -2.64193 0.80177 0.57480
H8 -0.96782 2.24214 1.14936
H9 0.74773 3.91333 1.23117
H10 3.94642 2.16140 1.33270
H11 6.14605 3.24122 1.06090
H12 6.29447 5.56665 0.23579
H13 4.22519 6.82755 -0.25494
H14 2.02587 5.74743 0.02592
C17 3.84644 -4.30801 3.07661
O3 2.68156 -3.49140 2.99616
C18 2.18125 -3.10603 1.81268
O4 1.09914 -2.56376 1.76757
N3 2.93048 -3.38499 0.70955
N4 2.44822 -2.96900 -0.53169
H15 3.93703 -4.57567 4.12479
H16 4.74595 -3.76490 2.77580
H17 3.73816 -5.21370 2.47819
H18 3.91673 -3.55755 0.81999
H19 2.63708 -3.66787 -1.23306
H20 2.82805 -2.07288 -0.80880
C19 -1.65954 -4.95786 -1.60839
O5 -1.02764 -3.69956 -1.73896
H21 -2.28491 -5.18678 -2.47601
H22 -2.28889 -5.00715 -0.71234
H23 -0.88220 -5.71893 -1.53962
H24 -1.73381 -3.01444 -1.64841

Calculated values
E_LUMO = -0.3 eV
E = -3927.66279 Ha
Net charge = 0
ΔE to the lowest compared entry with this formula, charge and spin = 1.2332 eV
Frontier orbital gap = 0.2641 hartree



Record 4
Molecular formula: C19H24BrNNiSi
Method: DFT, ωB97M-V/def2-TZVPD

CARTESIAN COORDINATES (ANGSTROEM)
C1 -1.13866 -1.21544 -1.37372
C2 -1.13272 -1.61322 -0.01484
C3 -1.55571 -0.51896 0.78218
H1 -0.91983 -2.61987 0.36284
C4 -1.73444 0.60223 -0.03473
C5 -1.49847 0.19821 -1.42775
H2 -1.98436 0.67650 -2.28981
H3 -1.12152 -1.89219 -2.22709
H4 -1.74372 -0.56464 1.85304
H5 -2.12981 1.55479 0.29292
Ni1 0.29522 0.34806 -2.13815
Br1 0.52812 2.10227 -0.73434
C6 2.12387 0.64629 -3.04657
C7 1.12083 1.40573 -3.71273
C8 0.11842 0.50430 -4.17564
H6 1.14193 2.47869 -3.85507
C9 0.50552 -0.81781 -3.79497
C10 1.75023 -0.72774 -3.09745
H7 2.36288 -1.55379 -2.74591
H8 3.05817 1.02086 -2.63486
H9 -0.77587 0.77181 -4.72031
H10 0.00178 -1.74763 -4.02462
C11 -0.45438 1.94238 2.71447
Si1 1.20978 1.10840 2.58310
C12 2.53118 2.42144 2.37107
C13 1.43916 0.11727 4.17587
N1 1.41887 -0.05397 1.31524
C14 2.22437 -1.07399 1.12668
C15 3.54041 -0.89784 0.57661
C16 4.51746 -1.86724 0.77305
C17 4.18108 -3.09120 1.36546
C18 2.85765 -3.35594 1.72598
C19 1.87632 -2.39830 1.56140
H11 -0.45144 2.61740 3.57909
H12 -1.28126 1.24615 2.87060
H13 -0.71261 2.55270 1.84556
H14 2.43059 3.19222 3.14988
H15 3.53870 1.99190 2.46957
H16 2.48415 2.92310 1.39248
H17 0.73507 -0.72921 4.17738
H18 2.45629 -0.29594 4.23051
H19 1.26002 0.72778 5.07192
H20 3.75622 0.07360 0.12358
H21 5.54039 -1.65820 0.47625
H22 4.94545 -3.84299 1.52372
H23 2.58036 -4.32014 2.15065
H24 0.84452 -2.56432 1.85649

Calculated values
E_LUMO (alpha / beta) = 5.5 / 5.5 eV
E = -5164.89381 Ha
Net charge = -2
Expectation value of S² = 2.0306
Frontier orbital gap (alpha / beta) = 0.1929 / 0.1925 hartree
Multiplicity = 3